1.
# C18H33Cl2CsF6Li2MgN2O11PSSi2

A structure of composition C18H33Cl2CsF6Li2MgN2O11PSSi2 at a distorted geometry (ωB97M-V/def2-TZVPD, the OMol25 dataset).

Each line ends with the Löwdin charge.
Geometry (Å):
C: 4.603 -4.469 0.001  -0.060
C: 5.406 -3.169 -0.678  -0.191
N: 4.439 -2.041 -1.028  -0.084
C: 4.991 -0.682 -0.661  -0.253
C: 3.872 0.433 -0.224  -0.362
Si: 2.157 -0.276 0.286  0.265
Cl: 2.229 -2.094 1.421  0.284
O: 1.043 -0.361 -1.116  -0.413
Si: -0.506 0.350 -0.690  0.482
O: -0.376 2.013 -0.043  -0.330
C: -1.793 0.430 -2.119  -0.112
C: -3.040 -0.611 -1.721  -0.251
O: -3.536 -0.532 -0.458  -0.056
O: -3.517 -1.556 -2.743  0.000
C: -3.107 -2.899 -2.228  -0.244
C: -4.198 -3.891 -1.462  -0.011
O: -1.859 -3.381 -2.368  0.003
C: 3.997 -2.130 -2.472  -0.265
C: 3.670 -0.869 -3.473  -0.001
O: 3.800 -3.370 -2.997  -0.121
H: 4.153 -4.151 1.035  0.070
H: 3.824 -4.940 -0.743  0.100
H: 5.470 -5.250 0.252  0.116
H: 5.988 -3.606 -1.594  -0.038
H: 6.218 -2.863 0.124  0.182
H: 5.780 -0.730 0.234  0.110
H: 5.610 -0.227 -1.574  0.139
H: 4.300 1.007 0.730  -0.097
H: 3.824 1.265 -1.078  0.106
H: 1.542 0.736 1.182  -0.004
H: -1.054 -0.482 0.406  0.022
H: -0.745 2.662 -0.741  0.018
H: -1.368 0.246 -3.193  0.117
H: -2.304 1.509 -2.128  0.117
H: -5.274 -3.409 -1.440  0.097
H: -4.273 -4.953 -1.996  0.116
H: -3.808 -4.033 -0.362  0.104
H: 4.652 -0.495 -4.012  0.114
H: 2.968 -1.293 -4.339  0.124
H: 3.130 0.033 -2.953  0.087
O: -2.245 4.208 -1.394  -0.514
H: -2.703 4.895 -0.947  -0.196
C: -3.804 8.897 0.876  -0.247
S: -2.635 7.527 0.692  0.827
O: -3.189 6.599 -0.348  -0.555
C: -2.959 6.787 2.311  -0.294
H: -3.799 9.483 -0.046  0.057
H: -4.810 8.509 1.053  0.066
H: -3.494 9.531 1.709  0.060
H: -4.017 6.529 2.400  0.069
H: -2.677 7.490 3.098  0.062
H: -2.356 5.880 2.405  -0.051
Li: -1.874 1.319 1.600  0.778
O: 1.071 3.648 2.347  -1.090
H: 0.582 3.303 1.622  -0.182
Mg: 6.226 -3.937 -3.039  1.393
C: -7.732 -2.014 2.036  -0.064
C: -6.451 -1.530 1.764  -0.066
C: -6.112 -0.219 2.104  -0.008
C: -7.065 0.601 2.723  -0.139
C: -8.354 0.120 2.991  0.010
C: -8.683 -1.192 2.644  -0.055
N: -6.707 1.972 3.106  -0.323
O: -5.563 2.366 2.836  0.035
O: -7.567 2.654 3.682  0.082
H: -7.990 -3.039 1.775  0.111
H: -5.716 -2.176 1.289  0.097
H: -5.110 0.143 1.886  0.094
H: -9.106 0.746 3.466  0.124
H: -9.679 -1.576 2.850  0.114
F: 11.690 -5.780 -0.144  -0.136
P: 10.221 -5.950 -0.635  -0.039
F: 9.799 -6.211 -2.112  -0.171
F: 9.844 -6.363 0.820  -0.138
F: 10.652 -4.517 -1.070  -0.155
F: 8.791 -5.382 -0.387  -0.186
F: 10.548 -7.448 -0.914  -0.138
Li: -0.279 5.041 -2.026  0.810
Cl: 6.021 1.810 1.251  -0.268
Cs: 0.321 5.357 2.691  1.343

## Properties
- Net charge: +1
- Frontier orbital gap: 0.082 Eh
- ΔE to the lowest compared entry with this formula, charge and spin: 349.9 kcal/mol
- Electronic energy: -4715.5608 Eh
- HOMO: -9.5 eV


2.
# C18H33Cl2Ge2N3STi

A structure of composition C18H33Cl2Ge2N3STi (ωB97M-V/def2-TZVPD, the OMol25 dataset).

Each line ends with the Löwdin charge.
Geometry (Å):
Ti: -1.251 -1.960 0.096  0.288
C: 3.359 -2.202 1.651  -0.150
C: 1.839 -2.034 1.537  -0.385
Ge: 1.392 -1.199 -0.206  0.807
C: 1.894 -2.383 -1.720  -0.372
C: 3.255 -1.972 -2.287  -0.154
C: 2.235 0.541 -0.386  -0.202
C: 1.329 1.541 -0.306  -0.329
Ge: -0.400 0.665 -0.143  0.879
C: -1.568 1.215 1.362  -0.359
C: -1.840 2.723 1.361  -0.143
C: -1.475 0.416 -1.817  -0.379
C: -1.927 1.749 -2.434  -0.143
C: 1.632 2.978 -0.277  -0.251
C: 2.852 3.422 0.240  -0.027
C: 3.161 4.771 0.247  -0.054
C: 2.256 5.696 -0.258  -0.057
C: 1.037 5.266 -0.759  -0.059
C: 0.724 3.916 -0.761  -0.059
H: 3.636 -2.646 2.607  0.082
H: 3.870 -1.242 1.574  0.073
H: 3.750 -2.854 0.868  0.068
H: 1.464 -1.402 2.345  0.057
H: 1.360 -3.013 1.640  0.028
H: 1.150 -2.347 -2.519  0.033
H: 1.937 -3.408 -1.338  0.049
H: 3.215 -0.969 -2.713  0.074
H: 3.569 -2.655 -3.076  0.082
H: 4.033 -1.976 -1.522  0.070
H: 3.293 0.740 -0.529  0.081
H: -1.086 0.921 2.296  0.056
H: -2.513 0.660 1.328  0.032
H: -0.916 3.290 1.466  0.072
H: -2.489 2.989 2.196  0.082
H: -2.330 3.056 0.446  0.061
H: -2.377 -0.195 -1.650  0.024
H: -0.864 -0.122 -2.546  0.055
H: -2.549 2.327 -1.751  0.065
H: -2.504 1.581 -3.343  0.083
H: -1.062 2.355 -2.704  0.069
H: 3.553 2.711 0.659  0.113
H: 4.107 5.102 0.654  0.115
H: 2.497 6.750 -0.251  0.115
H: 0.327 5.984 -1.150  0.113
H: -0.237 3.606 -1.157  0.083
N: -3.595 -1.844 0.346  -0.008
N: -4.079 -2.003 1.657  -0.037
C: -3.240 -2.090 2.708  -0.765
N: -3.780 -2.164 3.912  0.154
S: -1.539 -2.136 2.550  0.721
H: -3.886 -0.929 -0.001  0.116
H: -4.034 -2.547 -0.247  0.121
H: -5.076 -1.905 1.794  0.174
H: -4.776 -2.171 4.074  0.140
H: -3.173 -2.258 4.712  0.126
Cl: -0.525 -4.599 -0.044  0.651
C: -0.784 -4.611 -1.797  -0.820
Cl: -1.594 -3.075 -2.276  0.639
H: -1.437 -5.433 -2.063  0.059
H: 0.178 -4.628 -2.296  0.042

## Properties
- Net charge: +2
- Frontier orbital gap (alpha / beta): 0.262 / 0.267 Eh
- ΔE to the lowest compared entry with this formula, charge and spin: 2.8 kcal/mol
- Electronic energy: -7191.2396 Eh
- HOMO (alpha / beta): -13.2 / -13.2 eV
- 2S+1: 3


> Among the records above, which one has the highest net charge?

C18H33Cl2Ge2N3STi